[1]
{"formula": "C2H4OS", "method": "wB97M-V/def2-TZVPD", "total_charge": 0, "e_tot_ha": -551.97548, "de_lowest_kj_mol": 139.69, "smiles": "O=CCS", "fmax_ev_per_a": 6.42, "lumo_energy_ev": 0.66, "species": ["S", "O", "C", "C", "H", "H", "H", "H"], "xyz": [[1.866205, 0.418338, -0.084314], [-1.033360, 1.778908, -0.218735], [-0.049691, -0.325146, 0.114511], [-1.124842, 0.631545, -0.011506], [-2.093668, 0.139346, 0.052976], [-0.107343, -0.961347, 0.897758], [-0.011638, -0.911218, -0.876827], [2.554340, -0.770429, 0.126134]], "forces_ev_per_a": [[-1.8, -1.1, 0.7], [0.2, 2.9, -0.5], [4.4, 0.4, -4.7], [-0.4, -1.4, 0.4], [-0.8, -0.3, 0.1], [-0.2, -1.9, 2.5], [-0.5, 0.5, 1.6], [-0.9, 0.8, -0.1]]}

***

[2]
{"formula": "C16H22BBrO2Tl", "method": "wB97M-V/def2-TZVPD", "total_charge": -1, "e_tot_ha": -3544.74938, "de_lowest_kj_mol": 0.00, "fmax_ev_per_a": 1.74, "lumo_energy_ev": 2.46, "species": ["Tl", "Br", "O", "O", "C", "C", "C", "C", "C", "C", "C", "C", "C", "C", "C", "C", "C", "C", "C", "C", "B", "H", "H", "H", "H", "H", "H", "H", "H", "H", "H", "H", "H", "H", "H", "H", "H", "H", "H", "H", "H", "H", "H"], "xyz": [[-1.429699, -0.303639, 0.426223], [-3.072387, 1.143365, 1.742470], [1.053182, 0.852517, 1.212061], [1.271167, 0.579682, -1.083973], [0.110187, -3.267967, 1.237578], [2.120897, 2.707139, -1.754031], [1.361441, 2.141180, 0.652697], [2.068154, 1.701210, -0.650908], [-1.351321, -1.171869, -2.444638], [3.474470, 1.177170, -0.364308], [0.106516, 2.979442, 0.389547], [-0.221710, -2.257488, 2.199412], [2.151482, 2.854417, 1.697964], [-1.747475, -2.513035, -2.282562], [-2.140005, -3.482659, 1.765334], [-1.078342, -4.005198, 0.970920], [-2.386969, -0.335882, -1.910978], [-1.615397, -2.398545, 2.543711], [-3.451410, -1.201965, -1.419873], [-3.038630, -2.543223, -1.653961], [0.680247, 0.174669, 0.076147], [3.482255, 0.381598, 0.385493], [0.473762, -1.598737, 2.692215], [2.610099, 2.260074, -2.623680], [1.495796, 3.031624, 2.550199], [-3.635800, -3.442460, -1.498481], [2.520256, 3.826037, 1.323988], [-0.450567, -0.820071, -2.950099], [-1.253408, -3.397040, -2.673175], [-2.129235, -1.878590, 3.337799], [3.888304, 0.741035, -1.290091], [1.086630, -3.480980, 0.840551], [1.120914, 3.024320, -2.061719], [-0.472643, 3.116163, 1.317456], [-1.159047, -4.895155, 0.332568], [2.987696, 2.244885, 2.035262], [-0.596076, 2.558694, -0.340552], [-2.503588, 0.741984, -2.071486], [-3.153821, -3.918351, 1.840745], [4.142267, 1.978597, -0.028171], [0.409260, 3.968130, 0.022424], [-4.419500, -0.875613, -1.047218], [2.692045, 3.604537, -1.442862]], "forces_ev_per_a": [[-0.4, -1.7, -0.3], [-0.4, 0.4, 0.3], [-0.2, 0.2, -0.2], [-0.2, -0.1, 0.5], [-1.3, 0.3, 0.9], [0.0, 0.8, -0.4], [0.1, 0.4, 0.0], [1.2, 0.1, 0.3], [-0.5, -0.4, -0.3], [0.5, -0.2, -0.3], [-0.5, 0.1, 0.1], [-0.4, -1.0, -0.5], [0.8, 0.7, 0.1], [-1.0, 0.6, -0.1], [0.6, -0.2, -0.1], [-0.2, 0.1, 0.7], [-0.1, -0.1, 0.3], [0.3, -0.3, -1.2], [0.8, -1.0, -0.3], [0.3, 1.0, -0.4], [-1.1, -0.5, 0.1], [-0.1, 0.2, 0.0], [0.1, 0.2, 0.0], [0.0, 0.1, 0.1], [0.1, 0.0, 0.0], [0.3, 0.3, 0.2], [-0.1, -0.3, 0.2], [-0.2, -0.1, 0.3], [0.2, 0.2, 0.3], [0.0, 0.1, 0.0], [-0.2, 0.2, 0.3], [0.2, 0.1, -0.2], [0.1, 0.0, 0.1], [0.3, -0.1, -0.3], [0.0, 0.6, 0.2], [0.1, 0.1, 0.0], [0.3, -0.1, 0.0], [0.1, -0.4, 0.1], [0.7, 0.5, -0.1], [-0.1, -0.1, -0.1], [-0.1, -0.2, 0.1], [0.3, 0.0, 0.0], [-0.2, -0.4, -0.1]]}

***

[3]
{"formula": "C25H25AgN7S2", "method": "wB97M-V/def2-TZVPD", "total_charge": -1, "e_tot_ha": -2294.34373, "de_lowest_kj_mol": 86.56, "fmax_ev_per_a": 2.11, "lumo_energy_ev": 2.35, "species": ["Ag", "S", "S", "N", "N", "N", "N", "N", "N", "N", "C", "C", "C", "C", "C", "C", "C", "C", "C", "C", "C", "C", "C", "C", "C", "C", "C", "C", "C", "C", "C", "C", "C", "C", "C", "H", "H", "H", "H", "H", "H", "H", "H", "H", "H", "H", "H", "H", "H", "H", "H", "H", "H", "H", "H", "H", "H", "H", "H", "H"], "xyz": [[0.363549, -0.529790, -1.299533], [-1.945873, 0.704316, 1.382092], [1.342281, -1.041054, -3.925791], [-1.275376, 1.019820, 3.894000], [-2.325918, -0.996112, 3.370717], [1.191052, -3.376751, -2.542437], [1.214054, -1.300552, 0.853955], [1.115040, -2.674779, -1.401879], [0.452001, 1.814876, -1.562340], [1.606067, -3.514140, -4.756151], [2.469253, 4.734141, -0.587431], [-2.792395, -0.748105, -1.969181], [-1.520669, 0.906252, 5.312212], [1.353991, -0.611819, 1.974422], [-3.019665, 1.895661, -2.696755], [-1.825897, 1.433158, -2.134181], [-1.833095, 0.211882, 2.952576], [-0.733660, 2.353016, -1.832255], [0.811549, -4.870825, -0.370112], [-0.914637, 3.754476, -1.758379], [3.725941, 2.700980, -0.302466], [3.627000, 4.095585, -0.218970], [1.355110, -2.713850, -3.661097], [1.313527, -1.161905, 3.241243], [1.466448, 2.587949, -1.138228], [1.362116, 4.001285, -1.043454], [-4.000687, -0.264113, -2.443257], [-4.104601, 1.058740, -2.838994], [0.119426, 4.572538, -1.398518], [1.045422, -2.654874, 0.933331], [2.670973, 1.961291, -0.766053], [0.968462, -3.281272, 2.196672], [1.091617, -2.540012, 3.345165], [0.972235, -3.373222, -0.294206], [-1.675544, 0.068283, -1.775392], [1.395480, -3.096463, -5.647867], [2.388322, 5.811672, -0.522219], [-1.843456, -1.456523, 4.130420], [-4.865905, -0.914046, -2.502323], [-1.882240, 4.177294, -1.979942], [-2.729473, -1.801123, -1.709521], [-5.034326, 1.439850, -3.244060], [-3.104366, 2.918214, -3.041481], [0.805099, -4.346854, 2.256120], [0.192010, -5.281597, 0.423330], [0.352657, -5.096766, -1.330581], [1.022267, -3.014008, 4.317491], [-0.006713, 5.647973, -1.358493], [2.709411, 0.879348, -0.851057], [-1.028800, 1.931134, 3.538714], [1.506459, 0.456185, 1.850974], [1.351907, -4.484007, -4.641196], [-0.952725, 1.677970, 5.826892], [-1.181547, -0.062918, 5.684530], [4.644266, 2.212948, -0.002134], [1.472921, -0.549510, 4.116539], [4.473510, 4.668857, 0.136395], [-2.561146, -1.604184, 2.600755], [1.791176, -5.350297, -0.354285], [-2.583888, 1.015778, 5.563678]], "forces_ev_per_a": [[-0.4, -0.1, -0.2], [-0.1, -0.1, -0.1], [0.1, 0.1, 0.0], [0.1, 0.0, 0.3], [0.2, 0.0, 0.3], [-0.1, -1.2, 1.1], [0.0, -0.9, 0.3], [0.2, -0.7, 0.2], [-0.6, 0.5, -0.1], [-0.1, -0.3, 0.0], [0.3, 0.1, 0.1], [-0.1, 0.0, 0.0], [-0.1, -0.2, 0.0], [0.0, 0.2, -0.1], [0.2, 0.3, 0.0], [-0.7, -0.9, 0.0], [-0.1, 0.5, -0.4], [1.0, -0.4, 0.2], [0.0, 0.3, 0.0], [0.2, 0.7, 0.0], [-0.1, -0.4, -0.1], [-0.1, 0.5, 0.0], [0.2, 1.3, -0.7], [0.0, -0.6, 0.3], [0.0, 0.6, -0.1], [0.0, -0.4, -0.1], [0.0, -0.2, 0.1], [-0.3, 0.2, -0.1], [-0.3, -0.3, -0.1], [0.1, 1.4, 1.1], [0.3, -0.2, 0.1], [-0.1, -0.2, -0.5], [0.1, 0.7, 0.1], [0.0, -0.5, -2.0], [0.2, 0.3, -0.1], [0.0, 0.0, 0.1], [0.0, 0.1, 0.0], [0.0, 0.0, 0.0], [-0.1, -0.1, -0.1], [0.0, 0.0, 0.0], [0.0, 0.0, 0.0], [0.0, 0.0, 0.0], [-0.1, 0.1, 0.0], [0.0, -0.1, 0.0], [0.0, 0.0, 0.2], [0.0, -0.1, 0.1], [0.1, 0.0, 0.0], [0.0, 0.0, 0.0], [0.1, 0.0, 0.0], [-0.1, -0.2, -0.1], [0.0, 0.0, 0.0], [0.0, 0.0, 0.0], [0.0, 0.0, 0.0], [0.0, 0.0, 0.1], [0.0, 0.0, 0.0], [-0.1, 0.1, 0.0], [0.0, 0.1, 0.0], [0.1, 0.1, 0.0], [0.0, -0.2, 0.0], [0.1, 0.0, 0.0]]}

***

no.,frontier orbital gap (eV)
1,10.070
2,5.969
3,5.454